{"formula": "C32H39N9O4S3V", "method": "ωB97M-V/def2-TZVPD", "multiplicity": 4, "de_lowest_kcal_mol": 17.1, "homo_lumo_gap_ha": [0.2198, 0.2703], "mol_weight_da": 760.87, "species": ["V", "N", "C", "C", "C", "C", "C", "C", "S", "N", "C", "C", "C", "C", "C", "C", "N", "H", "H", "H", "H", "H", "H", "H", "H", "H", "C", "C", "C", "C", "C", "C", "C", "S", "O", "O", "N", "C", "C", "O", "O", "H", "H", "H", "H", "H", "H", "H", "H", "H", "C", "C", "N", "C", "N", "C", "C", "C", "N", "C", "H", "H", "H", "H", "H", "H", "H", "H", "H", "H", "H", "H", "H", "C", "N", "C", "C", "N", "C", "S", "H", "H", "H", "H", "H", "H", "H", "H"], "xyz": [[0.055, 0.549, 0.194], [-3.244, 2.246, -1.583], [-2.726, 2.797, -2.769], [-3.443, 2.768, -3.958], [-2.921, 3.354, -5.103], [-1.665, 3.943, -5.076], [-0.926, 3.933, -3.899], [-1.461, 3.378, -2.746], [-0.582, 3.390, -1.221], [-1.143, 1.921, -0.558], [-2.378, 1.568, -0.739], [-2.743, 0.274, -0.181], [-4.049, -0.161, -0.111], [-4.283, -1.504, 0.296], [-3.252, -2.318, 0.568], [-1.820, -1.840, 0.543], [-1.634, -0.422, 0.216], [-4.129, 1.780, -1.694], [-4.420, 2.295, -3.979], [-3.495, 3.340, -6.020], [-1.259, 4.409, -5.966], [0.064, 4.378, -3.856], [-4.872, 0.495, -0.366], [-5.301, -1.870, 0.381], [-3.402, -3.350, 0.871], [-1.221, -2.412, -0.173], [5.212, 4.364, 4.497], [4.266, 3.361, 3.891], [3.132, 3.765, 3.195], [2.244, 2.837, 2.673], [2.491, 1.487, 2.857], [3.618, 1.058, 3.547], [4.505, 1.995, 4.045], [1.233, 0.289, 2.454], [-0.026, 1.047, 2.222], [1.176, -0.516, 3.667], [1.459, -0.615, 1.176], [2.765, -0.474, 0.515], [2.799, 0.877, -0.212], [3.692, 1.123, -1.030], [1.824, 1.660, 0.089], [4.909, 5.386, 4.269], [6.228, 4.215, 4.125], [5.243, 4.250, 5.582], [2.937, 4.822, 3.055], [1.367, 3.146, 2.124], [3.781, 0.000, 3.710], [5.392, 1.666, 4.576], [2.888, -1.263, -0.220], [3.611, -0.526, 1.204], [-2.866, -0.821, 5.432], [-2.732, 0.097, 4.238], [-2.506, -0.713, 3.039], [-1.680, -1.776, 3.042], [-1.225, -2.261, 1.879], [-0.261, -3.363, 1.862], [-0.537, -4.317, 3.002], [-0.502, -3.525, 4.289], [-1.444, -2.412, 4.216], [-1.632, -1.699, 5.485], [-3.760, -1.438, 5.325], [-2.945, -0.243, 6.352], [-1.900, 0.789, 4.377], [-3.640, 0.673, 4.074], [-2.462, -0.181, 2.182], [0.744, -2.945, 1.935], [-0.352, -3.864, 0.901], [0.209, -5.109, 3.027], [-1.524, -4.770, 2.877], [0.504, -3.138, 4.475], [-0.801, -4.147, 5.132], [-0.743, -1.097, 5.692], [-1.727, -2.455, 6.263], [-0.598, 0.065, -5.149], [0.604, 0.667, -4.621], [1.398, 1.572, -5.441], [2.459, 2.074, -4.456], [1.947, 1.610, -3.168], [0.973, 0.713, -3.320], [0.269, -0.284, -2.139], [-1.296, 0.840, -5.481], [-1.066, -0.527, -4.367], [-0.358, -0.582, -5.995], [0.771, 2.378, -5.831], [1.832, 1.037, -6.287], [2.564, 3.157, -4.466], [3.438, 1.634, -4.650], [2.602, 1.547, -2.382]], "atomic_forces_ev_per_a": [[1.751, 0.635, -0.893], [0.009, 0.122, 0.231], [-0.001, 0.073, -0.135], [-0.077, -0.040, 0.052], [-0.003, -0.016, -0.008], [0.032, 0.032, 0.040], [0.045, -0.002, -0.022], [0.025, -0.045, 0.107], [-0.077, 0.198, -0.073], [-1.356, 1.119, -0.511], [0.515, 0.322, -0.328], [0.022, -0.654, 0.428], [-0.003, 0.322, -0.225], [0.017, -0.132, 0.110], [0.118, 0.037, -0.166], [-0.375, 0.320, 0.041], [-2.522, -1.408, 0.293], [-0.057, -0.060, -0.071], [0.040, 0.027, -0.016], [-0.002, 0.014, 0.029], [-0.010, -0.018, 0.016], [-0.056, -0.057, -0.032], [0.033, -0.087, -0.002], [0.048, -0.005, -0.028], [-0.016, 0.046, -0.072], [0.137, -0.137, 0.160], [0.009, -0.073, -0.061], [0.047, 0.001, 0.036], [-0.020, 0.011, -0.021], [0.080, -0.044, -0.055], [-0.111, 0.004, 0.016], [-0.006, -0.012, -0.064], [0.028, 0.023, -0.024], [0.168, -1.055, 1.641], [0.229, -0.034, 0.162], [-0.220, -0.040, 0.031], [0.987, -0.152, 0.679], [-0.328, 0.316, 0.143], [-0.241, 0.478, 0.028], [0.023, -0.084, 0.031], [0.644, -0.067, -0.649], [0.007, -0.019, -0.001], [-0.036, 0.026, 0.008], [0.006, 0.031, -0.007], [0.012, -0.030, 0.027], [-0.006, 0.020, 0.020], [-0.013, 0.040, 0.023], [-0.049, 0.004, -0.003], [-0.073, -0.110, -0.050], [0.075, -0.037, -0.008], [0.067, -0.039, -0.085], [-0.046, -0.170, -0.105], [0.344, 0.176, 0.018], [-0.217, -0.296, -0.084], [0.080, 0.378, 0.138], [-0.005, 0.081, 0.068], [-0.066, 0.112, -0.027], [-0.048, 0.008, -0.070], [0.236, 0.210, -0.036], [-0.032, -0.010, -0.156], [-0.003, 0.003, 0.048], [-0.026, 0.007, 0.002], [0.054, 0.056, -0.025], [-0.030, 0.019, -0.016], [-0.001, 0.012, -0.159], [0.074, 0.037, -0.050], [-0.025, 0.000, -0.039], [0.020, -0.014, 0.004], [0.026, -0.063, 0.005], [0.036, 0.019, 0.023], [-0.002, 0.018, 0.069], [0.074, 0.007, 0.024], [0.017, -0.034, 0.006], [0.078, 0.034, 0.031], [-0.035, -0.082, -0.017], [-0.075, -0.021, 0.066], [-0.100, -0.001, 0.101], [0.315, -0.010, -0.114], [-0.229, -0.085, -0.216], [0.114, -0.266, -0.520], [0.015, 0.011, 0.010], [0.009, -0.002, -0.003], [0.010, 0.013, 0.019], [-0.040, 0.020, 0.020], [-0.001, 0.004, -0.057], [-0.003, 0.017, -0.008], [0.026, -0.021, -0.010], [-0.058, 0.074, 0.317]], "mulliken_spin": [2.689, 0.018, 0.004, -0.001, 0.001, 0.002, 0.000, 0.004, 0.016, -0.091, 0.027, 0.082, 0.175, -0.061, 0.116, 0.037, -0.116, -0.006, 0.001, 0.000, 0.000, 0.001, 0.030, -0.006, 0.000, -0.036, 0.000, 0.000, 0.002, -0.011, 0.006, 0.005, 0.000, 0.001, -0.002, -0.005, 0.000, 0.001, 0.022, 0.001, 0.003, 0.000, 0.000, 0.000, 0.000, 0.012, 0.000, 0.000, -0.006, 0.002, 0.000, 0.004, 0.003, 0.001, 0.052, 0.007, -0.002, 0.001, -0.003, 0.000, 0.000, 0.000, -0.001, 0.000, 0.015, 0.002, 0.000, 0.000, 0.000, 0.000, 0.000, 0.000, 0.000, 0.006, 0.002, 0.000, 0.001, 0.005, 0.002, -0.010, -0.001, -0.004, 0.000, 0.000, 0.000, 0.000, 0.000, 0.003]}